1.
Entry from the OMol25 dataset: a molecular structure, C24H21IrN3O2S2 (ωB97M-V/def2-TZVPD).

The energy relative to the best compared isomer or geometry (same formula, charge and spin) comes out at 0.0000 eV. The calculation puts the LUMO energy (alpha / beta) at -8.5215 / -8.5640 eV. The value obtained for the max |F| is 4.88 eV/A. The HOMO energy (alpha / beta) comes out at -14.264 / -14.294 eV.

```
! wB97M-V def2-TZVPD RIJCOSX def2/J DEFGRID3
* xyz 2 2
Ir 0.058 0.083 0.118
O 1.714 6.395 -4.909
C 2.029 5.838 -3.761
O 2.859 6.312 -3.027
C 1.342 4.564 -3.361
C 0.441 3.827 -4.138
C -0.135 2.671 -3.666
C 0.183 2.162 -2.370
C 1.071 2.953 -1.596
C 1.649 4.091 -2.078
N -0.293 1.003 -1.848
C -1.140 0.200 -2.548
C -1.659 -0.940 -1.952
C -2.625 -1.773 -2.582
C -3.092 -2.891 -1.950
C -2.568 -3.223 -0.692
C -1.630 -2.383 -0.127
N -1.193 -1.257 -0.689
H 1.039 5.954 -5.444
H 0.165 4.145 -5.132
H -0.830 2.151 -4.307
H 1.284 2.652 -0.591
H 2.340 4.671 -1.485
H -1.397 0.417 -3.573
H -2.982 -1.500 -3.561
H -3.840 -3.520 -2.404
H -2.881 -4.114 -0.175
H -1.204 -2.636 0.836
C -0.972 -0.836 4.659
C -1.046 -0.325 3.262
S 0.062 -1.124 2.214
C -1.938 0.650 2.869
C -2.933 1.260 3.796
S -1.987 1.300 1.282
H -0.174 -1.568 4.753
H -1.907 -1.320 4.941
H -0.780 -0.029 5.365
H -2.870 0.857 4.800
H -3.947 1.109 3.423
H -2.788 2.339 3.838
N 1.425 1.166 0.937
C 2.217 1.927 1.317
C 3.081 2.974 1.594
C 2.530 4.188 2.054
C 3.343 5.294 2.161
C 4.691 5.210 1.826
C 5.241 4.005 1.401
C 4.450 2.882 1.281
H 1.478 4.240 2.295
H 2.929 6.228 2.505
H 5.315 6.087 1.901
H 6.290 3.945 1.164
H 4.858 1.942 0.942
*
```

***

2.
Entry from the OMol25 dataset: a single C24H21N3O4S molecule (ωB97M-V/def2-TZVPD).

The energy relative to the best compared isomer or geometry (same formula, charge and spin) comes out at 0.0000 eV. The SMILES is O=C(c1cc(=O)[nH]c2ccccc12)N1CCN(S(=O)(=O)c2ccc3ccccc3c2)CC1. The calculation puts the LUMO energy at -0.0321 eV. The value obtained for the max |F| is 1.21 eV/A. The HOMO energy comes out at -8.488 eV.

```
! wB97M-V def2-TZVPD RIJCOSX def2/J DEFGRID3
* xyz 0 1
O -1.068 -0.335 4.104
C -0.569 0.496 3.375
N -1.291 1.211 2.480
C -0.738 2.079 1.474
H 0.317 2.262 1.681
C -0.893 1.432 0.088
N -2.185 0.787 -0.056
S -2.098 -0.882 -0.301
O -0.979 -1.452 0.399
O -3.404 -1.417 -0.065
C -1.749 -0.901 -2.052
C -0.528 -1.293 -2.512
C -0.263 -1.287 -3.899
C 0.982 -1.688 -4.426
C 1.202 -1.675 -5.776
C 0.191 -1.260 -6.656
C -1.026 -0.864 -6.174
C -1.289 -0.866 -4.789
C -2.540 -0.468 -4.264
C -2.768 -0.484 -2.917
H -3.715 -0.198 -2.489
H -3.313 -0.155 -4.950
H -1.807 -0.545 -6.850
H 0.382 -1.257 -7.718
H 2.156 -1.985 -6.175
H 1.755 -2.007 -3.743
H 0.226 -1.617 -1.811
C -3.176 1.201 0.914
H -3.376 2.266 0.765
C -2.708 0.907 2.340
H -2.841 -0.155 2.569
H -3.286 1.492 3.065
H -4.083 0.636 0.701
H -0.778 2.189 -0.697
H -0.128 0.664 -0.047
H -1.268 3.038 1.503
C 0.885 0.862 3.502
C 1.230 1.954 4.221
C 2.614 2.302 4.492
O 2.990 3.285 5.102
N 3.531 1.406 3.979
C 3.236 0.286 3.252
C 4.250 -0.550 2.779
C 3.931 -1.663 2.035
C 2.602 -1.962 1.744
C 1.589 -1.153 2.206
C 1.888 -0.019 2.972
H 0.561 -1.384 1.973
H 2.362 -2.835 1.157
H 4.719 -2.308 1.674
H 5.280 -0.312 3.004
H 4.504 1.609 4.178
H 0.485 2.614 4.639
*
```

***

3.
Entry from the OMol25 dataset: a molecular structure, C24H21N3O5 (ωB97M-V/def2-TZVPD).

The energy relative to the best compared isomer or geometry (same formula, charge and spin) comes out at 21.4859 eV. The calculation puts the LUMO energy at -0.4173 eV. The value obtained for the max |F| is 19.28 eV/A. The HOMO energy comes out at -8.006 eV.

```
! wB97M-V def2-TZVPD RIJCOSX def2/J DEFGRID3
* xyz 0 1
C 0.258 -0.716 -7.870
H 0.180 -1.011 -8.817
O -0.342 -1.899 -7.052
C -0.539 -1.820 -5.832
C -0.310 -0.800 -5.095
C -0.260 -0.758 -3.798
C -0.818 -1.762 -3.266
C -1.288 -3.097 -3.886
C -1.095 -3.050 -5.289
H -1.440 -3.736 -5.869
H -1.522 -3.938 -3.435
H -0.916 -2.117 -2.083
C -0.015 0.347 -2.925
O 0.173 1.489 -3.273
C 0.683 -0.037 -1.556
C 0.583 1.065 -0.683
N 0.892 0.998 0.644
C 1.734 -0.165 0.965
N 2.143 -0.388 2.452
C 2.911 -1.306 2.670
C 3.124 -2.487 1.804
C 2.972 -2.271 0.400
C 2.173 -1.223 0.093
C 1.757 -1.004 -1.408
O 1.977 -2.177 -2.083
H 3.043 -3.066 -0.126
H 3.582 -3.153 2.146
C 3.303 -1.500 4.242
H 2.838 -0.462 4.556
H 4.277 -1.335 4.250
H 2.867 -2.404 4.671
C 0.518 1.672 1.708
H 1.505 2.002 2.387
H 0.102 2.726 1.216
C -0.557 1.136 2.506
O -1.027 0.184 2.213
N -0.704 1.474 3.869
H 0.127 2.589 4.047
C -1.606 1.165 4.718
C -2.517 2.213 4.823
C -3.819 2.712 4.223
C -4.181 3.780 4.661
C -3.561 4.005 5.726
O -2.618 3.209 5.803
H -3.559 4.658 6.501
H -5.381 4.240 4.657
H -4.291 2.087 3.399
H -2.225 0.429 4.350
H -1.186 0.815 5.766
H 0.028 1.806 -0.909
H 0.384 0.065 -5.465
H 1.258 -0.701 -7.523
H -0.383 0.075 -7.540
*
```

***

4.
Entry from the OMol25 dataset: a molecular structure, C24H21NO4PSY (ωB97M-V/def2-TZVPD).

The energy relative to the best compared isomer or geometry (same formula, charge and spin) comes out at 1.0012 eV. The calculation puts the LUMO energy at -6.9006 eV. The value obtained for the max |F| is 3.35 eV/A. The HOMO energy comes out at -14.172 eV.

```
! wB97M-V def2-TZVPD RIJCOSX def2/J DEFGRID3
* xyz 2 1
Y -1.256 0.538 -1.722
O -2.816 3.689 0.072
S -2.197 2.412 0.148
O -0.818 2.398 -0.682
O -2.882 1.159 -0.369
C -1.802 2.044 1.780
C -2.605 2.654 2.771
C -2.361 2.380 4.128
C -1.282 1.505 4.499
C -0.629 0.816 3.486
C -0.832 1.065 2.107
P 0.002 -0.052 0.846
C -0.336 -1.712 1.344
C -1.684 -2.061 1.680
C -1.914 -3.324 2.201
C -0.983 -4.356 2.220
C 0.281 -4.050 1.757
C 0.640 -2.774 1.335
C 1.795 0.150 1.203
C 2.475 -0.408 2.301
C 3.850 -0.270 2.500
C 4.597 0.637 1.753
C 3.883 1.346 0.765
C 2.585 0.984 0.389
H -3.364 3.393 2.425
H -2.791 2.954 4.984
H -1.025 1.490 5.532
H 0.154 0.113 3.712
H -2.487 -1.327 1.625
H -2.890 -3.484 2.611
H -1.282 -5.301 2.673
H 0.984 -4.903 1.667
H 1.625 -2.549 0.915
H 1.928 -1.130 2.955
H 4.266 -0.900 3.319
H 5.659 0.681 1.940
H 4.375 2.104 0.148
H 2.312 1.182 -0.627
O -0.612 -1.612 -2.453
C -0.127 -1.606 -3.937
C -0.192 -0.218 -4.454
C 0.790 0.225 -5.397
C 0.687 1.523 -5.975
C -0.469 2.195 -5.740
C -1.377 1.824 -4.778
N -1.233 0.652 -4.111
H -0.624 -2.533 -2.095
H -0.797 -2.368 -4.453
H 0.875 -2.052 -3.886
H 1.491 -0.546 -5.754
H 1.422 1.859 -6.700
H -0.740 3.166 -6.115
H -2.269 2.400 -4.542
*
```

***

5.
Entry from the OMol25 dataset: a molecular structure, C24H21NP2ReSbSe4Te (ωB97M-V/def2-TZVPD).

The energy relative to the best compared isomer or geometry (same formula, charge and spin) comes out at 1.7180 eV. The calculation puts the LUMO energy at -7.6687 eV. The value obtained for the max |F| is 0.43 eV/A. The HOMO energy comes out at -14.171 eV.

```
! wB97M-V def2-TZVPD RIJCOSX def2/J DEFGRID3
* xyz 2 1
Re -0.075 -2.596 -1.488
N -0.176 0.334 0.310
P 0.307 -0.273 -1.206
C 1.925 0.447 -1.498
C 1.974 1.825 -1.734
C 3.195 2.454 -1.898
C 4.370 1.715 -1.834
C 4.325 0.348 -1.607
C 3.105 -0.286 -1.438
C -0.824 0.459 -2.398
C -0.402 0.624 -3.719
C -1.302 1.060 -4.672
C -2.620 1.329 -4.314
C -3.038 1.171 -3.000
C -2.142 0.731 -2.039
P -0.785 -0.531 1.605
C -2.130 0.368 2.352
C -3.422 0.261 1.836
C -4.445 1.010 2.388
C -4.180 1.864 3.452
C -2.896 1.969 3.970
C -1.866 1.221 3.427
C 0.509 -0.830 2.796
C 1.835 -0.532 2.487
C 2.831 -0.814 3.409
C 2.507 -1.397 4.624
C 1.184 -1.701 4.928
C 0.183 -1.420 4.018
H -0.068 1.335 0.453
H 1.063 2.409 -1.816
H 3.228 3.518 -2.085
H 5.323 2.208 -1.969
H 5.239 -0.226 -1.566
H 3.080 -1.353 -1.266
H 0.622 0.405 -4.003
H -0.980 1.195 -5.695
H -3.320 1.669 -5.065
H -4.060 1.390 -2.727
H -2.475 0.605 -1.016
H -3.637 -0.416 1.016
H -5.449 0.919 2.000
H -4.982 2.444 3.886
H -2.698 2.630 4.802
H -0.869 1.293 3.843
H 2.096 -0.076 1.540
H 3.860 -0.574 3.178
H 3.286 -1.616 5.341
H 0.935 -2.156 5.877
H -0.846 -1.655 4.265
Se 0.651 -6.498 -4.177
Sb 1.004 -4.254 -4.343
Se -1.337 -3.039 -3.329
Se 1.774 -3.765 -1.174
Se 2.148 -2.544 -5.342
Te -1.534 -2.661 0.616
*
```